{
  "formula": "C25H31BrN4O2",
  "method": "ωB97M-V/def2-TZVPD",
  "elements": ["H", "H", "C", "C", "H", "C", "N", "C", "H", "H", "C", "H", "H", "H", "H", "C", "H", "C", "H", "C", "C", "H", "C", "O", "C", "C", "H", "C", "H", "C", "H", "H", "H", "O", "H", "C", "C", "Br", "H", "N", "C", "H", "H", "H", "C", "H", "C", "H", "H", "C", "C", "H", "N", "C", "C", "H", "H", "C", "N", "C", "H", "H", "H"],
  "positions_angstrom": [[2.22, -0.46, -0.36], [0.06, -4.56, 4.84], [-0.40, 0.78, -1.34], [-3.26, 2.33, -2.06], [-3.95, 3.01, -2.55], [-2.04, 0.52, 0.07], [0.57, 0.78, -2.28], [-4.07, 3.01, 0.22], [-1.72, -2.90, 2.39], [2.46, 3.67, 0.67], [2.57, 1.99, -1.47], [0.70, 3.72, -0.90], [-0.38, -0.46, -3.63], [-0.10, -1.67, -1.48], [1.14, 0.27, -4.20], [2.33, 1.65, -0.03], [-1.77, 0.14, 1.06], [1.24, 2.07, -2.26], [-2.44, 3.89, -0.84], [1.39, -1.47, -2.95], [1.79, 0.02, 1.66], [-1.60, -4.27, 4.29], [-0.31, -2.83, 0.79], [2.65, -3.22, -1.29], [-1.75, 2.05, -0.02], [2.12, 0.33, 0.36], [1.44, 2.41, -3.28], [1.52, -2.87, -0.99], [-3.79, 3.45, 1.17], [1.57, -4.30, 1.01], [-0.82, -5.84, 4.01], [-3.09, 0.27, -0.11], [-4.82, 3.64, -0.24], [1.32, 0.68, 3.88], [1.87, 3.13, 2.99], [0.21, 2.98, -1.54], [-0.13, -4.27, 2.74], [2.05, -6.08, 3.16], [2.50, -4.67, 0.61], [-0.51, 2.01, -0.76], [1.06, -4.75, 2.21], [2.44, -1.27, -2.73], [-4.51, 2.03, 0.41], [-3.74, 1.36, -1.96], [0.65, -0.19, -3.34], [-0.87, -2.07, 0.27], [1.93, 2.34, 2.25], [3.19, 1.23, -1.94], [1.36, -2.17, -3.80], [-0.80, -3.30, 2.00], [1.67, 1.03, 2.61], [-2.39, 2.20, -2.71], [0.78, -2.08, -1.79], [-0.66, -4.76, 4.04], [2.25, 2.65, 0.94], [1.61, -1.00, 1.96], [1.32, 1.47, 4.44], [-2.85, 2.89, -0.70], [-1.21, -0.13, -0.93], [0.88, -3.33, 0.28], [-0.43, 3.51, -2.26], [-1.57, 2.47, 0.98], [3.08, 2.95, -1.56]],
  "relative_energy_kj_mol": 0.0,
  "e_lumo_ev": 0.56,
  "smiles": "Cc1ccc(C(=O)NCCN2C3=NC[C@H](C(C)C)N3C[C@H]2Cc2ccc(O)cc2)cc1Br",
  "homo_lumo_gap_ev": 8.832,
  "energy_ha": -3914.82575
}


{
  "formula": "C25H31Cl2N6OOsPS",
  "method": "ωB97M-V/def2-TZVPD",
  "elements": ["Cl", "H", "C", "H", "N", "S", "H", "C", "H", "C", "H", "H", "H", "Cl", "C", "Os", "H", "H", "C", "C", "C", "N", "C", "H", "C", "H", "H", "C", "C", "P", "H", "C", "C", "C", "C", "H", "N", "H", "C", "H", "C", "H", "H", "N", "H", "C", "H", "H", "H", "O", "H", "C", "C", "H", "H", "H", "C", "H", "N", "H", "C", "H", "C", "C", "H", "C", "N", "H"],
  "positions_angstrom": [[4.00, 3.11, -0.10], [1.78, -3.73, 0.85], [0.88, -3.92, -3.12], [-3.26, 3.14, -3.31], [-0.89, 2.07, 0.49], [-1.75, -1.28, -4.86], [-3.49, 3.91, 1.82], [0.85, 5.28, 1.03], [0.06, -2.14, 0.30], [2.14, 4.91, 0.68], [-3.90, -1.23, -1.14], [4.33, -3.90, 0.24], [3.74, -1.25, -0.15], [0.58, 6.92, 1.53], [1.77, -3.30, -3.99], [-0.15, 0.38, -0.48], [1.63, -1.29, 1.80], [2.95, 5.64, 0.72], [0.82, -1.51, -0.18], [2.02, -1.49, -2.42], [1.14, -2.11, -1.52], [-3.29, 2.34, -2.67], [2.00, -1.59, 0.81], [3.26, -3.57, -0.95], [2.60, -3.01, 0.93], [-5.99, 1.71, -1.07], [2.01, -3.75, -4.94], [-0.20, 4.38, 1.01], [-4.43, 1.42, -3.10], [-1.84, -0.15, -2.03], [3.05, -3.13, 1.91], [-3.69, -0.59, -2.00], [-1.99, 1.62, -2.78], [0.57, -3.33, -1.90], [-2.11, 2.26, 1.29], [-2.82, 0.45, 0.46], [-4.68, 0.48, -2.08], [-3.78, -1.20, -2.90], [-2.47, 3.71, 1.51], [-1.91, 1.83, 2.29], [-1.58, 4.68, 1.39], [3.00, -1.57, -4.32], [-4.12, 0.93, -4.02], [-4.06, 2.01, -0.32], [2.43, -0.52, -2.18], [0.07, 3.06, 0.58], [-5.33, 0.38, -0.10], [-2.72, 3.48, -0.97], [-1.21, 2.26, -2.37], [1.57, 1.39, -0.07], [-3.94, 1.23, 1.57], [-5.09, 1.13, -0.85], [1.37, 2.67, 0.24], [3.70, -0.47, 1.30], [2.81, 0.22, 0.08], [0.42, -4.86, -3.39], [-3.25, 1.42, 0.75], [-1.85, 5.71, 1.58], [3.15, -0.68, 0.47], [-5.30, 2.05, -3.27], [2.39, 3.61, 0.29], [-0.13, -3.82, -1.23], [2.33, -2.08, -3.63], [-1.21, -1.00, -3.36], [-4.41, 3.66, -1.52], [-3.61, 2.94, -1.29], [3.65, -3.23, -0.08], [-1.80, 1.46, -3.84]],
  "total_charge": 1,
  "spin_multiplicity": 6,
  "relative_energy_kj_mol": 0.0,
  "e_lumo_ev": [-2.25, -4.37],
  "homo_lumo_gap_ev": [6.306, 5.683],
  "energy_ha": -3125.22427
}


{
  "formula": "C25H31ClCsI2N4O5S2",
  "method": "ωB97M-V/def2-TZVPD",
  "elements": ["N", "H", "H", "C", "C", "C", "C", "C", "I", "H", "C", "H", "C", "H", "H", "O", "C", "H", "H", "H", "H", "C", "C", "H", "C", "Cs", "H", "C", "H", "H", "N", "C", "C", "C", "H", "I", "H", "C", "Cl", "H", "C", "H", "S", "N", "H", "C", "H", "C", "H", "C", "H", "S", "O", "O", "H", "C", "H", "O", "H", "H", "H", "N", "C", "C", "H", "O", "C", "H", "C", "H", "H"],
  "positions_angstrom": [[2.05, -0.20, 1.19], [-0.56, -3.63, 1.14], [1.04, 1.25, -0.96], [1.55, 1.01, 3.90], [-5.75, -3.19, -2.06], [-4.38, -2.58, -1.69], [1.84, 0.62, 5.20], [-1.44, 0.63, 3.44], [0.81, -4.05, -5.56], [-1.76, 2.77, -4.59], [2.80, 0.37, 0.31], [-1.78, 0.48, -3.92], [-1.39, 2.61, -3.58], [0.22, 3.86, -4.00], [0.78, 0.49, 3.34], [-1.83, -1.24, -5.82], [0.77, 0.60, -3.58], [3.79, 3.51, 3.59], [-0.11, -4.54, -3.12], [0.97, 2.10, 1.57], [0.20, -2.77, 4.07], [0.19, 1.66, -1.50], [0.85, 1.93, -4.37], [0.52, -0.22, -4.24], [0.60, 2.98, -2.16], [-1.40, -1.36, -0.64], [-1.87, 3.31, -2.90], [0.47, -3.45, 1.47], [0.19, 3.87, -1.67], [1.87, 2.29, -4.47], [1.70, -1.51, 0.91], [2.24, 2.06, 3.31], [0.91, -4.44, -3.46], [-0.27, -1.82, 3.88], [1.69, 3.08, -2.21], [1.87, -2.89, -2.35], [-1.89, 1.59, 3.24], [-0.08, -1.22, 2.62], [-6.86, -2.11, -2.97], [3.05, 0.96, 6.94], [1.92, 2.51, 1.91], [4.31, 2.82, 5.90], [3.49, -0.18, -1.18], [0.08, 2.95, -3.57], [1.45, -5.37, -3.35], [-0.69, 0.06, 2.35], [1.16, -3.85, 0.73], [-0.98, -1.22, 4.90], [0.38, 1.88, -5.35], [3.53, 2.31, 5.35], [-2.14, 0.51, 5.44], [3.16, 2.09, 0.65], [-3.60, -3.43, -1.21], [-4.17, -1.36, -1.86], [-6.26, -3.48, -1.15], [-1.51, 1.15, -3.10], [1.72, 0.38, -3.09], [-1.98, -0.48, -6.73], [-5.59, -4.07, -2.67], [1.28, -0.20, 5.65], [-1.08, -1.72, 5.86], [-0.24, 0.72, -2.54], [2.83, 1.26, 5.93], [-1.57, 0.02, 4.66], [1.87, 3.60, 1.88], [-0.62, 0.69, 1.24], [3.24, 2.70, 4.05], [0.60, -3.98, 2.41], [0.75, -1.97, 1.65], [-0.61, 1.78, -0.76], [-2.29, 1.07, -2.34]],
  "total_charge": -1,
  "relative_energy_kj_mol": 66.2,
  "e_lumo_ev": [0.26, 0.23],
  "homo_lumo_gap_ev": [4.413, 4.383],
  "energy_ha": -3438.44199
}